The following is a quantum chemistry calculation of a 3-piece molecular cluster, C5H12N2O overall at a distorted geometry, from the Open Molecules 2025 dataset.

Computed properties:
M (g/mol): 116.2
Calculated total energy (hartree): -382.1556
Highest occupied orbital energy (spin up / spin down) (eV): -6.55 / -6.55
Spin multiplicity: 1
Total charge: 0
Orbital gap (spin up / spin down) (eV): 7.2355 / 7.2337
LUMO level (spin up / spin down) (eV): 0.687 / 0.687

Last column: Mulliken charge in e.
Atoms and positions in Å:
C 0.245 -0.482 -0.644  0.77
C 1.682 -0.239 -1.012  -1.20
C 0.320 -2.424 0.478  -1.32
N -0.560 1.473 -0.941  -0.44
C -0.215 -0.396 0.627  0.25
N -1.920 1.690 -0.795  -0.50
C -0.583 -0.013 1.812  -0.87
O 0.225 2.592 -0.386  -0.41
H -0.005 2.642 0.557  0.28
H -0.427 -0.871 -1.401  0.29
H -2.218 1.849 0.175  0.15
H -2.220 2.496 -1.346  0.25
H 2.060 -1.051 -1.634  0.37
H 1.718 0.696 -1.572  0.43
H 2.315 -0.130 -0.133  0.30
H 1.080 -2.448 1.252  0.38
H 0.670 -2.881 -0.443  0.39
H -0.647 -2.819 0.775  0.41
H -0.901 1.012 1.980  0.17
H -0.619 -0.696 2.652  0.29

The following is a quantum chemistry calculation of a 2-piece molecular cluster, C2H5NO4S2 overall at a distorted geometry, from the Open Molecules 2025 dataset.

Computed properties:
M (g/mol): 171.2
Calculated total energy (hartree): -1231.1767
Highest occupied orbital energy (eV): 0.22
Spin multiplicity: 1
Total charge: -2
Orbital gap (eV): 5.9270
LUMO level (eV): 6.151

Last column: Mulliken charge in e.
Atoms and positions in Å:
C 1.219 -0.493 -1.095  -0.37
C -1.446 0.892 0.960  -0.73
N 1.127 -1.077 0.397  -0.49
O 3.750 -0.804 -0.106  -0.65
O 2.413 1.229 0.678  -0.63
O -2.807 -1.326 0.578  -0.74
O -2.657 0.134 -1.398  -0.70
S 2.400 -0.172 0.096  0.60
S -1.862 -0.504 -0.290  0.54
H 1.370 -1.210 -1.957  0.21
H 0.558 0.297 -1.370  0.31
H -1.797 1.911 0.686  0.22
H -1.927 0.535 1.851  0.28
H -0.343 0.586 0.969  0.16

The following is a quantum chemistry calculation of a 2-piece molecular cluster, C15H14N8O4 overall at a distorted geometry, from the Open Molecules 2025 dataset.

Computed properties:
M (g/mol): 370.3
Calculated total energy (hartree): -1318.7339
Highest occupied orbital energy (eV): -8.90
Spin multiplicity: 1
Total charge: 0
Orbital gap (eV): 6.9574
LUMO level (eV): -1.947

Last column: Mulliken charge in e.
Atoms and positions in Å:
C 1.327 3.791 1.943  -0.42
C 2.583 3.183 1.924  -0.66
C 2.859 2.151 1.022  -0.55
C 1.815 1.687 0.193  0.59
C 2.033 0.571 -0.765  0.28
N 1.035 -0.219 -1.116  -0.11
C 1.258 -0.656 -2.509  -0.91
C 2.600 -1.372 -2.682  -0.54
C 3.754 -0.480 -2.288  -0.65
N 3.282 0.521 -1.333  -0.22
C 0.561 2.298 0.198  -0.38
C 0.318 3.375 1.056  -0.64
H 1.111 4.576 2.666  0.37
H 3.367 3.501 2.614  0.37
H 3.859 1.720 0.962  0.37
H 0.442 -1.309 -2.821  0.39
H 1.251 0.259 -3.147  0.31
H 2.635 -2.254 -2.029  0.28
H 2.724 -1.736 -3.709  0.37
H 4.544 -1.078 -1.819  0.30
H 4.179 0.011 -3.172  0.39
H 3.993 1.148 -0.977  0.19
H -0.211 1.945 -0.497  0.44
H -0.647 3.868 1.025  0.44
O -4.634 -4.046 2.619  -0.52
N -4.756 -3.401 1.564  0.91
O -5.698 -3.560 0.749  -0.59
C -3.751 -2.405 1.228  -0.37
C -3.820 -1.687 0.044  -0.38
C -2.795 -0.774 -0.289  0.21
N -3.056 0.284 -1.258  0.91
O -3.886 0.117 -2.174  -0.57
O -2.433 1.364 -1.095  -0.54
C -1.612 -0.708 0.465  -0.12
N -1.657 -1.322 1.692  0.61
N -0.756 -1.182 2.706  -0.54
N -1.252 -1.793 3.749  -0.52
N -2.444 -2.385 3.464  -0.29
C -2.687 -2.133 2.166  0.55
H -4.718 -1.720 -0.573  0.56
H -0.717 -0.152 0.202  0.70

The following is a quantum chemistry calculation of a 12-piece molecular cluster, H24O12 overall at a distorted geometry, from the Open Molecules 2025 dataset.

Computed properties:
M (g/mol): 216.2
Calculated total energy (hartree): -917.2500
Highest occupied orbital energy (eV): -10.35
Spin multiplicity: 1
Total charge: 0
Orbital gap (eV): 10.1783
LUMO level (eV): -0.168

Last column: Mulliken charge in e.
Atoms and positions in Å:
O -3.644 -7.747 6.630  -0.73
H -4.375 -8.364 6.898  0.35
H -2.814 -8.200 6.896  0.26
O -1.467 -9.416 7.544  -0.17
H -0.685 -9.979 7.497  0.01
H -2.179 -9.901 7.894  0.55
O -1.765 -10.873 5.278  -0.62
H -1.574 -10.126 5.841  0.39
H -2.381 -10.683 4.588  0.26
O -5.293 -10.100 6.380  -0.65
H -4.716 -10.120 5.628  0.33
H -4.654 -10.390 7.020  0.37
O -5.162 -8.488 9.057  -0.57
H -5.742 -9.168 9.439  0.33
H -4.294 -8.649 9.437  0.39
O -0.220 -10.387 10.143  -0.61
H 0.149 -9.589 9.862  0.30
H -0.146 -11.007 9.364  0.34
O 0.432 -12.084 8.011  -0.57
H 1.064 -12.308 7.311  0.26
H 0.213 -12.826 8.573  0.24
O -0.680 -6.250 7.131  -0.60
H -0.948 -5.341 6.887  0.30
H -1.048 -6.833 6.496  0.28
O -2.498 -8.525 9.904  -0.76
H -2.496 -7.622 9.616  0.35
H -1.744 -8.921 9.474  0.20
O -3.615 -10.897 8.417  -0.72
H -3.681 -10.573 9.326  0.27
H -3.145 -11.749 8.512  0.27
O 2.894 -10.568 8.668  -0.63
H 2.217 -10.124 8.153  0.37
H 3.671 -10.063 8.522  0.28
O 1.290 -9.226 7.032  -0.61
H 0.976 -9.470 6.178  0.28
H 1.452 -8.327 6.951  0.27

The following is a quantum chemistry calculation of a 8-piece molecular cluster, C23H32Br2O21 overall at a distorted geometry, from the Open Molecules 2025 dataset.

Computed properties:
M (g/mol): 804.3
Calculated total energy (hartree): -7623.6709
Highest occupied orbital energy (eV): -10.43
Spin multiplicity: 1
Total charge: 0
Orbital gap (eV): 10.2089
LUMO level (eV): -0.222

Last column: Mulliken charge in e.
Atoms and positions in Å:
C 12.458 7.583 14.202  -0.36
C 11.531 8.365 13.243  0.40
O 12.246 8.318 12.018  -0.12
C 13.495 8.010 12.225  0.57
O 14.425 8.004 11.384  -0.60
O 13.690 7.766 13.573  -0.37
H 12.169 6.569 14.478  0.22
H 12.516 8.119 15.149  0.34
H 11.349 9.387 13.575  -0.32
H 10.602 7.812 13.102  0.18
C 11.152 8.918 9.270  0.21
C 12.321 9.389 8.642  -0.28
O 11.895 9.989 7.487  -0.43
C 10.568 9.824 7.242  0.50
O 9.981 10.199 6.213  -0.64
O 10.057 9.204 8.348  0.13
H 11.021 9.658 10.060  -0.37
H 11.222 7.893 9.634  0.41
H 12.930 8.539 8.333  0.28
H 12.881 10.101 9.248  0.26
C 11.666 12.400 15.428  -0.05
C 11.267 13.690 14.652  0.65
O 10.517 14.460 15.635  -0.36
C 10.616 13.858 16.848  0.61
O 10.216 14.373 17.885  -0.56
O 11.363 12.669 16.774  -0.39
H 12.726 12.202 15.266  0.30
H 10.976 11.589 15.197  0.01
H 10.586 13.430 13.842  -0.55
H 12.181 14.188 14.329  0.33
C 6.928 10.484 16.610  0.09
C 6.472 11.047 17.952  -0.41
O 5.810 12.213 17.541  -0.32
C 5.430 12.116 16.326  0.71
O 4.808 13.000 15.719  -0.61
O 6.026 11.090 15.716  -0.27
H 6.889 9.396 16.564  0.36
H 7.967 10.773 16.447  -0.07
H 7.283 11.288 18.639  0.31
H 5.789 10.427 18.531  0.24
C 10.645 13.790 8.309  -0.36
C 12.130 13.916 8.719  -0.39
O 12.138 13.458 10.043  -0.37
C 11.029 12.790 10.321  0.64
O 10.794 12.107 11.342  -0.48
O 10.244 12.816 9.291  -0.29
H 10.508 13.431 7.289  0.31
H 10.129 14.744 8.409  0.31
H 12.623 14.881 8.597  0.34
H 12.762 13.189 8.210  0.24
C 7.663 14.565 13.143  0.67
C 6.441 13.852 12.634  -0.15
O 5.442 14.864 12.776  -0.38
C 6.019 16.046 12.651  0.58
O 5.455 17.106 12.558  -0.56
O 7.406 15.886 12.665  -0.40
H 8.579 14.060 12.836  -0.40
H 7.726 14.560 14.231  0.11
H 6.118 12.893 13.039  0.28
H 6.550 13.585 11.583  0.22
C 7.823 10.504 10.729  -0.06
C 8.052 9.104 11.323  0.14
O 8.664 9.442 12.585  -0.36
C 8.610 10.770 12.818  0.50
O 9.036 11.403 13.819  -0.39
O 8.075 11.406 11.729  -0.12
H 6.791 10.605 10.393  0.36
H 8.386 10.567 9.797  -0.03
H 8.793 8.621 10.686  -0.26
H 7.148 8.537 11.541  0.30
Br 5.901 8.233 8.387  -0.18
C 7.328 7.706 7.105  -0.30
C 8.125 6.614 7.803  -0.59
Br 10.015 6.407 6.962  -0.19
H 7.859 8.625 6.855  0.15
H 6.864 7.272 6.219  0.41
H 7.535 5.702 7.717  0.48
H 8.349 6.806 8.852  0.19

The following is a quantum chemistry calculation of C6H15BaN3O8 as an isolated structure at a distorted geometry, from the Open Molecules 2025 dataset.

Computed properties:
M (g/mol): 394.5
Calculated total energy (hartree): -1028.9515
Highest occupied orbital energy (eV): -9.28
Spin multiplicity: 1
Total charge: 0
Orbital gap (eV): 9.0599
LUMO level (eV): -0.217

Last column: Mulliken charge in e.
Atoms and positions in Å:
Ba -0.504 -0.137 -1.011  2.08
N -2.384 0.657 -3.421  0.77
O -1.592 -0.077 -2.743  -0.73
O -1.972 1.740 -3.860  -0.57
O -3.540 0.245 -3.616  -0.55
N 0.402 -2.608 0.692  1.19
O 0.656 -2.312 1.839  -0.71
O -0.148 -1.820 -0.035  -0.75
O 0.694 -3.719 0.307  -0.68
C -3.568 0.643 0.959  -0.89
O -2.152 0.427 0.813  -0.26
C -1.397 1.020 1.858  -0.81
C 0.122 0.687 1.757  -0.56
N 0.563 1.305 0.497  -0.24
C 2.018 1.329 0.349  -0.96
C 2.673 -0.051 -0.013  -0.53
O 1.923 -0.673 -1.004  -0.22
C 2.606 -1.737 -1.677  -0.98
H -3.815 0.331 1.974  0.34
H -4.085 0.023 0.226  0.29
H -3.804 1.700 0.832  0.32
H -1.740 0.688 2.838  0.49
H -1.545 2.100 1.876  0.47
H 0.359 -0.377 1.733  0.24
H 0.590 1.112 2.645  0.46
H 0.273 2.271 0.463  0.19
H 2.381 1.853 1.233  0.42
H 2.160 2.024 -0.479  0.39
H 2.753 -0.661 0.887  0.36
H 3.707 0.113 -0.315  0.44
H 1.953 -2.200 -2.416  0.29
H 2.930 -2.478 -0.946  0.36
H 3.482 -1.419 -2.242  0.33